No. 1
A 5-piece molecular cluster, C12H32IO4 overall in a non-equilibrium geometry, computed with ωB97M-V/def2-TZVPD.

Each line ends with the Mulliken charge.
Cartesian coordinates (Å):
I (-0.1007, 0.3255, 0.4257)  -0.4587
C (4.6082, 0.9708, 1.4498)  -1.2226
C (3.9499, 0.8087, 2.8718)  0.4502
C (3.4727, 2.0409, 3.6061)  -1.1902
O (2.9626, -0.1477, 2.7749)  -0.4341
H (5.5700, 1.4737, 1.5507)  0.3767
H (3.9330, 1.5569, 0.8264)  0.3195
H (4.7752, 0.0039, 0.9752)  0.3102
H (4.6902, 0.2920, 3.4826)  0.2050
H (3.2627, 1.7333, 4.6305)  0.2999
H (2.5192, 2.3896, 3.2092)  0.2901
H (4.2126, 2.8376, 3.6829)  0.3599
H (2.3397, 0.1377, 2.1025)  0.1515
C (-1.2919, 2.0492, -3.2625)  -1.0917
C (-0.9064, 3.3990, -2.6827)  0.4653
C (-2.1210, 3.9761, -1.9223)  -1.2458
O (0.1776, 3.1333, -1.8414)  -0.5043
H (-2.2345, 2.1468, -3.8012)  0.3810
H (-1.3772, 1.2469, -2.5296)  0.1523
H (-0.4909, 1.7864, -3.9533)  0.3256
H (-0.5742, 4.0701, -3.4748)  0.2824
H (-2.9673, 4.1629, -2.5833)  0.3554
H (-1.8294, 4.9736, -1.5936)  0.3371
H (-2.3808, 3.3044, -1.1041)  0.2658
H (-0.0133, 2.3203, -1.3679)  0.0879
C (-2.4758, -2.9281, 2.8921)  -1.1551
C (-2.0933, -1.6397, 3.6359)  0.4395
C (-0.6205, -1.6545, 4.0056)  -1.2331
O (-2.3396, -0.5260, 2.7861)  -0.4376
H (-2.0886, -2.9726, 1.8741)  0.2784
H (-3.5634, -2.9707, 2.8342)  0.3114
H (-2.1240, -3.8317, 3.3900)  0.3419
H (-2.6556, -1.5503, 4.5654)  0.2720
H (-0.5258, -2.4889, 4.7005)  0.3985
H (-0.2478, -0.7436, 4.4740)  0.2937
H (0.0145, -1.8938, 3.1526)  0.3110
H (-1.7132, -0.5617, 2.0595)  0.0130
C (-2.0015, -1.9082, -3.1224)  -1.1901
C (-0.5066, -2.3281, -3.1495)  0.7364
C (-0.0413, -3.0433, -4.4618)  -1.3893
O (0.2734, -1.1508, -3.0248)  -0.4723
H (-2.2449, -1.5110, -2.1369)  0.3056
H (-2.6982, -2.7377, -3.2429)  0.3887
H (-2.2242, -1.1095, -3.8299)  0.2530
H (-0.4511, -3.0646, -2.3479)  0.1568
H (-0.2457, -2.3038, -5.2361)  0.3409
H (-0.5882, -3.9494, -4.7224)  0.3688
H (1.0047, -3.3378, -4.3766)  0.3269
H (-0.0298, -0.7861, -2.1901)  0.0726

Cartesian forces, eV/Å:
I 0.2344 -0.0552 -0.3122
C -0.4637 0.6581 1.1857
C 1.8410 -0.5809 -1.1052
C -0.1248 -0.0438 0.3312
O -1.1772 -0.8137 0.2321
H 0.0186 0.2039 -0.1616
H 0.0941 0.0725 -0.1998
H -0.1391 -0.0456 0.2431
H 0.3950 0.2783 0.2440
H -0.0760 -0.0410 0.0988
H 0.1422 0.2485 -0.2708
H -0.0098 0.0920 -0.3302
H -0.6528 -0.0826 -0.3244
C 0.0040 0.3603 -1.2499
C -1.2982 -1.3964 0.6127
C 0.9657 0.7087 -0.5305
O 0.8234 1.2656 0.1658
H -0.0733 -0.2553 -0.2079
H -0.0537 0.2634 0.2461
H -0.1482 -0.4044 -0.1315
H 0.0108 0.1363 0.0257
H -0.1291 -0.3898 -0.1112
H -0.0666 -0.0499 0.6454
H -0.0769 0.2086 0.0552
H 0.0808 -0.3848 0.5040
C -0.4305 -0.0497 0.3843
C 1.2007 0.1930 -1.2968
C 0.0851 -0.8343 0.3646
O -1.3112 -0.1007 1.1943
H 0.1604 0.3557 0.0162
H -0.0744 -0.1219 -0.1247
H -0.0042 -0.0279 0.2447
H -0.3989 0.2541 -0.1829
H 0.4267 -0.0392 0.3073
H -0.2421 0.0421 -0.0684
H -0.0489 0.1760 -0.1579
H 0.4249 0.1579 -0.4480
C 0.2521 -0.1318 0.0369
C -1.1739 -0.5862 -1.3620
C -0.7389 0.8127 0.8129
O -0.0497 -1.1032 0.0350
H 0.2271 0.1528 0.1784
H 0.0960 -0.1954 -0.3311
H 0.0779 -0.1189 -0.2502
H 0.7762 0.2108 0.5467
H 0.5273 -0.1335 -0.3635
H -0.3173 0.0292 0.3247
H 0.0704 0.4092 -0.1573
H 0.3444 0.6963 0.6422

The calculation puts the HOMO-LUMO gap at 0.2975 Eh. As for the charge: -1. Its HOMO energy is -0.17916 hartree. The LUMO energy is 3.2193 eV. The energy relative to the best compared isomer or geometry (same formula, charge and spin) is 13.1 kcal per mole.

No. 2
One molecule with the formula C22H22N4O4 in a non-equilibrium geometry, computed with ωB97M-V/def2-TZVPD.

Each line ends with the Mulliken charge.
Cartesian coordinates (Å):
C (3.6065, 2.8265, 2.4870)  -1.1598
C (3.0290, 2.8054, 1.0787)  -0.3649
O (2.4420, 1.5435, 0.7722)  -0.0773
C (1.1733, 1.3509, 1.1876)  -0.0193
O (0.5481, 2.1917, 1.7964)  -0.6464
C (0.6502, 0.0209, 0.8824)  0.1503
C (1.2740, -0.8948, 0.0985)  0.6594
C (2.4577, -0.6293, -0.7405)  -0.3744
C (2.3969, 0.3270, -1.7497)  -0.1642
C (3.4864, 0.5372, -2.5728)  -0.9015
C (4.6444, -0.2041, -2.3991)  -0.4419
C (4.7070, -1.1629, -1.4030)  -0.8120
C (3.6149, -1.3831, -0.5818)  -0.1805
N (0.8181, -2.1852, 0.0195)  0.0718
C (-0.2729, -2.5708, 0.7389)  0.7529
N (-0.7972, -3.7733, 0.8614)  -0.8753
C (-1.8185, -3.5563, 1.7207)  -0.3610
N (-1.9386, -2.3157, 2.1228)  -1.5343
N (-0.9389, -1.6817, 1.4926)  0.9703
C (-0.6850, -0.2654, 1.5519)  -0.0158
C (-1.8096, 0.5124, 0.8934)  0.0102
C (-2.5251, 1.4363, 1.6385)  -0.2904
C (-3.5477, 2.1532, 1.0564)  -1.3689
C (-3.8793, 1.9312, -0.2683)  -0.2065
C (-3.1911, 0.9989, -1.0325)  0.8431
O (-3.5105, 0.7230, -2.3407)  -0.3445
C (-4.5820, 1.4124, -2.9335)  -1.0223
C (-2.1228, 0.2889, -0.4520)  0.2672
O (-1.3556, -0.6551, -1.0812)  -0.3518
C (-1.2675, -0.7049, -2.4867)  -1.0017
H (2.8070, 2.7065, 3.2137)  0.2920
H (4.1050, 3.7753, 2.6641)  0.4065
H (4.3226, 2.0176, 2.6101)  0.2907
H (2.2696, 3.5874, 0.9722)  0.3112
H (3.8125, 2.9387, 0.3290)  0.3565
H (1.4919, 0.9009, -1.8778)  0.4849
H (3.4341, 1.2812, -3.3540)  0.4211
H (5.4963, -0.0345, -3.0407)  0.4141
H (5.6076, -1.7427, -1.2650)  0.4258
H (3.6663, -2.1255, 0.2018)  0.4634
H (1.2477, -2.8505, -0.6028)  0.3525
H (-2.4709, -4.3386, 2.0478)  0.4664
H (-0.6445, 0.0418, 2.6054)  0.9120
H (-2.2602, 1.5995, 2.6701)  0.4368
H (-4.1002, 2.8821, 1.6282)  0.3662
H (-4.6928, 2.4890, -0.7030)  0.4183
H (-5.5251, 1.2184, -2.4128)  0.3775
H (-4.3996, 2.4914, -2.9706)  0.3822
H (-4.6472, 1.0250, -3.9496)  0.2510
H (-1.0814, 0.2825, -2.9148)  0.3426
H (-2.1677, -1.1282, -2.9357)  0.2826
H (-0.4170, -1.3553, -2.6976)  0.3351

Cartesian forces, eV/Å:
C -0.2226 -0.1644 -0.3247
C 0.0657 0.4864 0.2061
O -0.1500 -0.1257 0.1437
C 0.2601 0.2271 0.0361
O 0.0404 -0.1388 0.0051
C -0.0636 -0.4784 0.0406
C -0.0532 0.2981 0.3531
C 0.2300 -0.1610 -0.3183
C -0.0110 -0.1571 -0.0018
C -0.0535 0.0608 -0.0464
C 0.0840 -0.0158 0.0140
C 0.1115 -0.0208 -0.0540
C -0.1714 0.0272 0.0539
N 0.2008 -0.0146 -0.2835
C -0.6081 -0.2180 0.6507
N 0.6089 -0.0749 -0.5383
C 0.2012 0.3704 -0.0936
N -0.7826 0.1970 0.6371
N 0.8206 -0.7393 -0.4679
C -0.1507 0.6204 -0.0670
C -0.1458 -0.0412 -0.1344
C -0.0414 -0.0174 -0.1410
C 0.0157 -0.0187 0.0884
C -0.0189 -0.0231 -0.1656
C 0.0107 -0.0257 -0.1411
O 0.2707 -0.1574 0.3755
C -0.1569 0.0900 -0.0983
C 0.0366 0.0823 0.0873
O -0.4725 0.1605 0.3739
C 0.1344 -0.1456 -0.4828
H -0.0218 0.0192 0.0817
H 0.0768 0.1034 0.0461
H 0.1005 -0.0374 0.0384
H 0.1737 -0.0967 -0.0668
H -0.1117 0.0015 0.0527
H -0.1102 0.0804 -0.0005
H -0.0156 0.0576 -0.0611
H 0.0664 0.0074 -0.0536
H 0.0686 -0.0409 0.0156
H 0.0042 -0.0675 0.0841
H -0.0370 0.0886 0.0233
H -0.2071 -0.1266 0.1342
H -0.0008 -0.0904 -0.2171
H 0.0709 0.0093 0.1359
H -0.0553 0.0688 0.0576
H -0.0655 0.0239 -0.0850
H 0.0355 0.0284 -0.0104
H -0.0201 -0.0389 0.0204
H -0.0494 0.0676 0.0567
H -0.0065 -0.0355 0.0128
H 0.1333 0.0521 0.0340
H -0.0181 0.0434 -0.0057

The calculation puts the HOMO-LUMO gap at 0.3153 Eh. As for the charge: 0. Its HOMO energy is -0.29826 hartree. The LUMO energy is 0.4642 eV. The energy relative to the best compared isomer or geometry (same formula, charge and spin) is 97.8 kcal per mole.

No. 3
One molecule with the formula C2H7N3O in a non-equilibrium geometry, computed with ωB97M-V/def2-TZVPD.

Each line ends with the Mulliken charge.
Cartesian coordinates (Å):
H (0.9130, -2.2524, 0.6319)  0.1945
N (0.2482, -1.4806, 0.5607)  -0.7038
C (0.8708, -0.4176, 0.1977)  0.6786
N (2.1838, -0.3600, -0.1229)  -0.5066
O (0.2640, 0.7666, 0.0648)  -0.4258
C (-1.1631, 0.8306, 0.5096)  -0.3206
N (-2.0377, 0.6948, -0.6203)  -0.6206
H (2.4256, 0.4669, -0.6553)  0.2539
H (2.5921, -1.2100, -0.4843)  0.2322
H (-1.2544, 1.8331, 0.9339)  0.2621
H (-1.4004, 0.1160, 1.3021)  0.4007
H (-1.6799, 1.2799, -1.3703)  0.2660
H (-1.9618, -0.2673, -0.9476)  0.2893

Cartesian forces, eV/Å:
H -0.2759 0.1376 -0.0220
N 0.2081 0.4141 0.0405
C -1.3365 -1.4605 0.2201
N 1.2052 0.7290 -0.6375
O -0.7412 0.0353 0.8861
C 0.2116 0.6595 -0.4492
N 0.5130 -0.4804 0.2759
H 0.1544 -0.1567 0.1424
H -0.1130 0.1528 0.1290
H 0.1645 -0.0523 -0.2200
H 0.4243 -0.1532 -0.4681
H -0.2168 0.0460 0.0790
H -0.1977 0.1288 0.0239

The calculation puts the HOMO-LUMO gap at 0.3736 Eh. As for the charge: 0. Its HOMO energy is -0.34230 hartree. The LUMO energy is 0.8511 eV. The energy relative to the best compared isomer or geometry (same formula, charge and spin) is 19.9 kcal per mole.

No. 4
One molecule with the formula C4H6N2O3 in a non-equilibrium geometry, computed with ωB97M-V/def2-TZVPD.

Each line ends with the Mulliken charge.
Cartesian coordinates (Å):
C (2.6518, -0.6600, 0.4186)  -0.6307
N (1.5608, -1.2053, -0.3790)  -0.5226
C (0.5134, -0.5008, -0.1531)  0.5322
O (-0.7119, -1.0568, -0.2708)  -0.3684
C (-1.6423, -0.0808, -0.0527)  0.7003
O (-2.9057, -0.4303, 0.0705)  -0.5456
C (-1.0258, 1.0431, 0.4379)  -0.6457
N (0.2860, 0.8033, 0.2717)  -0.0947
O (1.0006, 1.8933, -0.3770)  -0.3757
H (2.1424, 0.2904, 0.9048)  0.3413
H (3.0857, -1.3993, 1.3897)  0.2182
H (3.5351, -0.3633, -0.3331)  0.2072
H (-3.0307, -1.5059, 0.1046)  0.3942
H (-1.4330, 1.9668, 0.7397)  0.4307
H (0.7276, 1.7658, -1.3404)  0.3593

Cartesian forces, eV/Å:
C 1.8392 1.4100 1.0693
N -1.1551 0.5651 1.4991
C 1.0014 -1.2485 -0.8680
O -1.1473 -0.6753 -1.0721
C 0.6920 1.3479 2.3153
O -1.3966 -4.2149 -0.3465
C -2.8287 -1.8023 -1.7963
N 3.2594 1.6317 0.3369
O -0.7563 -1.7076 -1.2854
H 2.4287 -1.6667 -0.3970
H -1.3576 1.8282 -3.2432
H -1.6683 -0.5991 2.1551
H 0.7511 4.0214 -0.1799
H -0.2307 0.6356 0.3702
H 0.5687 0.4747 1.4425

The calculation puts the HOMO-LUMO gap at 0.3073 Eh. As for the charge: 0. Its HOMO energy is -0.29583 hartree. The LUMO energy is 0.3107 eV. The energy relative to the best compared isomer or geometry (same formula, charge and spin) is 140.1 kcal per mole.